Record 1
The following is a DFT calculation (ωB97M-V/def2-TZVPD) of a cluster of 2 separate species, C8H5Cl2O3S in total in a non-equilibrium geometry.

Each atom is followed by the atoms it is bonded to, with distances in Å.
Cartesian coordinates (Å):
1 C -1.13463 -1.35227 1.45970  C2 1.348, C3 1.423, H15 1.176
2 C -1.39900 -0.44123 0.50152  C1 1.348, C5 1.422, H16 1.102
3 C -0.26361 -2.45864 1.25574  C1 1.423, C6 1.385, H17 1.037
4 C 0.06448 -1.57470 -0.95105  C5 1.425, C6 1.361, H18 1.088
5 C -0.80574 -0.45730 -0.79115  C2 1.422, C4 1.425, S12 1.685
6 C 0.24227 -2.56004 -0.02925  C3 1.385, C4 1.361, Cl13 1.832
7 C 1.10783 3.04352 -0.90470  C8 1.549, O9 1.222, O10 1.333
8 C 1.13564 1.93669 0.17859  C7 1.549, O11 1.201, Cl14 1.793
9 O 1.97009 3.08222 -1.77014  C7 1.222
10 O 0.17460 3.96890 -0.68182  C7 1.333, H19 1.009
11 O 0.44338 1.81760 1.15290  C8 1.201
12 S -1.05624 0.75629 -1.93265  C5 1.685
13 Cl 1.20716 -4.05910 -0.45239  C6 1.832
14 Cl 2.47239 0.78907 -0.15700  C8 1.793
15 H -1.76311 -1.56108 2.43193  C1 1.176
16 H -2.14624 0.31014 0.80353  C2 1.102
17 H -0.19912 -3.34799 1.78598  C3 1.037
18 H 0.42010 -1.68397 -1.97399  C4 1.088
19 H -0.47026 3.79189 0.07425  O10 1.009

The calculation puts the HOMO-LUMO gap (alpha / beta) at 6.37 / 6.37 eV. Its net charge is -1. As for the HOMO energy (alpha / beta): -3.6 / -3.6 eV.

Record 2
The following is a DFT calculation (ωB97M-V/def2-TZVPD) of a cluster of 2 separate species, C4H12 in total in a non-equilibrium geometry.

Each atom is followed by the atoms it is bonded to, with distances in Å.
Cartesian coordinates (Å):
1 C -0.48017 1.28155 0.80965  C2 1.523, H3 1.087, H4 1.091, H5 1.091
2 C -1.42457 0.80740 1.90652  C1 1.523, H6 1.092, H7 1.092, H8 1.091
3 H 0.42829 1.73871 1.19456  C1 1.087
4 H -0.15442 0.44607 0.18885  C1 1.091
5 H -1.04001 1.92099 0.12556  C1 1.091
6 H -2.01863 1.60836 2.35064  C2 1.092
7 H -2.15824 0.10458 1.50545  C2 1.092
8 H -0.90204 0.30189 2.71984  C2 1.091
9 C 0.32956 -1.01683 -1.78214  C10 1.519, H11 1.086, H12 1.092, H13 1.091
10 C 1.57932 -1.05542 -0.91981  C9 1.519, H14 1.093, H15 1.085, H16 1.103
11 H -0.27363 -1.90923 -1.64227  C9 1.086
12 H -0.32444 -0.18983 -1.49713  C9 1.092
13 H 0.55100 -0.79451 -2.82746  C9 1.091
14 H 1.46602 -1.33884 0.13014  C10 1.093
15 H 2.27024 -0.22039 -0.97926  C10 1.085
16 H 2.17838 -1.90858 -1.28050  C10 1.103

Its SMILES is CC.CC. The calculation puts the HOMO-LUMO gap at 12.55 eV. As for the HOMO energy: -11.4 eV.

Record 3
The following is a DFT calculation (ωB97M-V/def2-TZVPD) of an isolated molecule of C5H8O.

Each atom is followed by the atoms it is bonded to, with distances in Å.
Cartesian coordinates (Å):
1 C 0.78156 -0.82424 1.16418  O2 1.408, H7 1.098, H8 1.093, H9 1.103
2 O 0.07594 0.34386 0.81717  C1 1.408, C5 1.418
3 C 1.42576 1.34202 -1.04300  C4 1.318, H10 1.088, H11 1.087
4 C 0.22975 0.87141 -1.33463  C3 1.318, C5 1.313
5 C -0.56044 0.30794 -0.45003  O2 1.418, C4 1.313, C6 1.485
6 C -1.91609 -0.29330 -0.37911  C5 1.485, H12 1.094, H13 1.089, H14 1.097
7 H 1.62818 -0.54647 1.80554  C1 1.098
8 H 0.10815 -1.47647 1.72599  C1 1.093
9 H 1.17276 -1.36460 0.28599  C1 1.103
10 H 1.53885 2.31005 -0.55996  C3 1.088
11 H 2.28893 0.68072 -1.04734  C3 1.087
12 H -2.47195 0.23485 0.40190  C6 1.094
13 H -2.46502 -0.24350 -1.31783  C6 1.089
14 H -1.83638 -1.34226 -0.06887  C6 1.097

Its SMILES is C=C=C(C)OC. The calculation puts the HOMO-LUMO gap at 9.51 eV. As for the HOMO energy: -9.0 eV.

So what do the calculations give for relative energy (zero: lowest compared OMol25 entry of this formula, charge and spin)? Going down the list: 124.0, 27.9, 388.8 kJ/mol.